{"formula": "C5H4N2", "method": "ωB97M-V/def2-TZVPD", "e_homo_ev": -9.1, "de_lowest_kcal_mol": 43.3, "smiles": "C#Cc1ccn[nH]1", "lumo_energy_ev": 0.98, "species": ["C", "C", "C", "C", "C", "N", "N", "H", "H", "H", "H"], "xyz": [[-0.081, -1.790, 2.192], [-0.146, -1.096, 1.208], [-0.113, -0.210, 0.096], [-0.573, 1.086, -0.037], [-0.025, 1.527, -1.260], [0.674, 0.572, -1.861], [0.607, -0.464, -1.028], [-0.017, -2.391, 3.071], [-1.221, 1.608, 0.644], [-0.092, 2.510, -1.710], [0.988, -1.352, -1.314]]}

{"formula": "CHNOS2", "method": "ωB97M-V/def2-TZVPD", "e_homo_ev": [-9.1, -9.1], "de_lowest_kcal_mol": 132.6, "lumo_energy_ev": [-1.47, -1.47], "species": ["C", "N", "O", "S", "S", "H"], "xyz": [[-0.321, -0.460, -0.122], [1.700, -0.280, 1.067], [0.499, -0.787, 0.742], [-1.380, -0.240, -1.285], [-2.547, 1.214, -0.872], [2.050, 0.553, 0.469]]}

{"formula": "CH3O3", "method": "ωB97M-V/def2-TZVPD", "e_homo_ev": [-7.9, -10.8], "spin_multiplicity": 4, "de_lowest_kcal_mol": 5.1, "s2": 3.76, "lumo_energy_ev": [1.14, -1.45], "species": ["O", "O", "H", "O", "C", "H", "H"], "xyz": [[0.257, -2.452, 2.615], [-0.903, -2.015, 2.707], [0.553, -4.697, 3.112], [0.798, -5.656, 3.036], [0.452, -6.068, 4.232], [1.234, -6.097, 4.984], [-0.564, -6.435, 4.345]]}

{"formula": "C37H32N8OOsPS3", "method": "ωB97M-V/def2-TZVPD", "e_homo_ev": [-15.9, -15.9], "total_charge": 3, "de_lowest_kcal_mol": 22.2, "lumo_energy_ev": [-10.35, -10.37], "species": ["Os", "N", "C", "S", "N", "N", "C", "C", "C", "C", "C", "C", "C", "C", "C", "C", "C", "C", "N", "H", "H", "H", "H", "H", "H", "H", "H", "H", "H", "H", "N", "C", "N", "C", "C", "S", "C", "C", "S", "C", "N", "N", "H", "H", "H", "H", "H", "H", "O", "P", "C", "C", "C", "C", "C", "C", "C", "C", "C", "C", "C", "C", "C", "C", "C", "C", "C", "C", "H", "H", "H", "H", "H", "H", "H", "H", "H", "H", "H", "H", "H", "H", "H"], "xyz": [[-1.214, -0.031, -1.915], [-1.983, 4.236, -2.273], [-1.911, 2.951, -1.921], [-1.382, 1.801, -3.169], [-2.207, 2.561, -0.725], [-2.084, 1.211, -0.546], [-2.348, 0.730, 0.651], [-2.600, 1.540, 1.837], [-1.787, 1.323, 2.959], [-1.908, 2.149, 4.064], [-2.865, 3.154, 4.077], [-3.697, 3.348, 2.980], [-3.560, 2.560, 1.854], [-2.310, -0.736, 0.707], [-2.803, -1.455, 1.778], [-2.768, -2.845, 1.733], [-2.233, -3.467, 0.621], [-1.805, -2.690, -0.446], [-1.852, -1.358, -0.412], [-1.803, 4.529, -3.218], [-2.316, 4.919, -1.611], [-1.040, 0.541, 2.942], [-1.248, 2.012, 4.909], [-2.967, 3.789, 4.947], [-4.450, 4.125, 3.000], [-4.218, 2.698, 1.008], [-3.221, -0.927, 2.624], [-3.170, -3.426, 2.553], [-2.158, -4.545, 0.561], [-1.424, -3.140, -1.352], [2.007, 1.133, -2.616], [1.522, 0.210, -3.437], [0.371, -0.448, -3.259], [0.086, -1.245, -4.371], [1.015, -1.256, -5.332], [2.321, -0.209, -4.899], [-1.221, -1.845, -4.304], [-1.839, -2.717, -5.109], [-3.449, -3.021, -4.551], [-3.214, -1.939, -3.245], [-1.994, -1.406, -3.217], [-4.167, -1.700, -2.334], [1.547, 1.312, -1.739], [2.880, 1.597, -2.807], [1.007, -1.776, -6.276], [-1.459, -3.194, -5.998], [-5.092, -2.078, -2.458], [-4.059, -0.946, -1.677], [0.412, -0.065, -0.517], [1.627, -0.118, 0.445], [1.152, -0.510, 2.118], [0.356, -1.639, 2.327], [-0.010, -2.000, 3.611], [0.459, -1.270, 4.699], [1.269, -0.163, 4.498], [1.612, 0.227, 3.209], [2.777, -1.386, -0.038], [2.557, -2.136, -1.194], [3.451, -3.138, -1.546], [4.549, -3.400, -0.740], [4.764, -2.663, 0.419], [3.878, -1.661, 0.778], [2.395, 1.489, 0.469], [1.590, 2.575, 0.838], [2.100, 3.861, 0.777], [3.407, 4.068, 0.345], [4.213, 2.992, -0.003], [3.712, 1.699, 0.057], [0.032, -2.233, 1.479], [-0.638, -2.868, 3.770], [0.209, -1.578, 5.706], [1.652, 0.394, 5.344], [2.226, 1.106, 3.060], [1.688, -1.934, -1.805], [3.292, -3.718, -2.446], [5.238, -4.190, -1.008], [5.619, -2.876, 1.047], [4.040, -1.098, 1.691], [0.568, 2.408, 1.167], [1.491, 4.703, 1.081], [3.801, 5.074, 0.289], [5.238, 3.161, -0.308], [4.340, 0.858, -0.211]]}